(1)
19
Properties=species:S:1:pos:R:3 method="wB97M-V/def2-TZVPD" lumo_energy_ev=-3.893 homo_lumo_gap_ev=10.885 total_energy_ev=-8909.7225 charge=+1
O 1.7517 -1.3766 -0.7338
C 1.1504 -1.3345 0.3109
C 0.3496 -0.1104 0.6770
C -1.0456 -0.0685 0.0196
C -1.9328 0.7661 0.9946
C -1.1710 0.4857 -1.3896
N 1.1339 1.0744 0.1559
H 1.0583 -2.2879 0.8526
H 0.5040 0.0178 1.7577
H -1.4620 -1.0844 0.0819
H -3.0017 0.6673 0.7918
H -1.7509 1.8264 0.7967
H -1.8716 0.3745 2.0094
H -0.4398 -0.0134 -2.0284
H -0.8480 1.5356 -1.3542
H -2.1460 0.4378 -1.8464
H 0.6739 1.9695 0.3297
H 1.9969 1.1385 0.7005
H 1.3836 0.9545 -0.8264

***

(2)
92
Properties=species:S:1:pos:R:3 method="wB97M-V/def2-TZVPD" lumo_energy_ev=1.857 homo_lumo_gap_ev=4.438 total_energy_ev=-130739.9622 charge=-1
Ca -1.2606 -1.9977 -0.2535
Ca 1.7988 0.4380 1.7900
Ca 0.9542 -0.0099 -1.6468
P -0.3280 -2.3999 -2.9402
O 0.5587 -2.3844 -1.6313
O -0.2710 -0.9032 -3.1515
O -1.4104 -3.1321 -2.1519
O 0.4175 -3.5069 -3.7797
P -0.4491 0.6107 0.6150
O 0.4096 -0.6518 0.4516
O 0.6666 1.4411 -0.0169
O -0.4028 0.7014 2.0994
O -1.6599 0.0512 -0.1752
O 5.3399 -0.2696 -0.5450
C 4.1590 -0.0145 -0.0466
O 3.1051 0.0402 -0.6986
O 4.0301 0.0441 1.1946
H 5.7512 -0.5399 0.2793
C -4.3151 -1.7050 3.1294
C -4.2267 -3.2218 3.1175
C -3.0899 -3.4694 2.2245
O -2.5336 -2.2238 1.7359
C -2.9587 -1.2274 2.6540
H -4.4603 -1.1782 4.0725
H -5.1806 -1.3566 2.5657
H -5.1763 -3.6144 2.7537
H -4.0582 -3.5740 4.1352
H -3.1550 -4.2076 1.4252
H -2.3226 -3.9340 2.8437
H -2.9836 -0.2006 2.2893
H -2.2772 -1.1335 3.4995
C -5.8235 -2.3143 -2.2802
C -5.8571 -1.2910 -1.1776
C -4.4073 -1.0648 -0.7942
O -3.9785 -2.4483 -0.8204
C -4.6104 -3.0745 -1.9380
H -5.6256 -1.8204 -3.2315
H -6.7335 -2.9011 -2.4055
H -6.3970 -1.5594 -0.2696
H -6.1847 -0.2825 -1.4299
H -4.2763 -0.6537 0.2068
H -3.8716 -0.3954 -1.4672
H -4.6602 -4.1375 -1.7020
H -3.8351 -3.0176 -2.7020
C 1.6549 4.9312 1.3214
C 3.0756 4.7610 0.9609
C 3.3542 3.2651 1.3323
O 2.1427 2.7707 1.9818
C 1.4946 3.9200 2.4707
H 0.9028 4.7557 0.5522
H 1.4152 5.9334 1.6768
H 3.8263 5.3376 1.5013
H 3.0917 4.9320 -0.1155
H 4.2620 3.0581 1.8989
H 3.4460 2.7098 0.3988
H 1.9973 4.3510 3.3365
H 0.5036 3.5568 2.7428
C 2.4900 -3.1493 4.2339
C 1.0792 -2.7202 4.6199
C 0.7421 -1.7517 3.4925
O 1.9384 -1.4952 2.8254
C 2.7029 -2.7031 2.8182
H 2.7100 -4.2167 4.2525
H 3.2799 -2.6747 4.8162
H 1.0955 -2.1499 5.5486
H 0.4075 -3.5303 4.9038
H 0.2406 -0.8853 3.9237
H -0.0298 -2.2250 2.8856
H 3.7622 -2.4465 2.8034
H 2.3857 -3.3995 2.0420
C -0.6389 2.7141 -2.3841
C 0.2923 2.3068 -3.6309
N 1.6319 1.7307 -3.2614
C 2.5199 2.6876 -2.5566
C 2.8340 3.9941 -3.2221
C 2.2319 1.1564 -4.4622
C 3.0898 -0.1198 -4.1776
H -1.4902 3.2534 -2.7997
H -0.1981 3.3135 -1.5876
H -1.0940 1.8725 -1.8621
H -0.3587 1.6893 -4.2498
H 0.3756 3.2466 -4.1767
H 1.9759 2.8879 -1.6335
H 3.4702 2.2210 -2.2971
H 3.7733 4.3852 -2.8310
H 2.9102 3.9391 -4.3081
H 2.1138 4.7966 -3.0622
H 2.8983 1.9038 -4.8928
H 1.5442 0.9330 -5.2778
H 2.4165 -0.9061 -3.8364
H 3.8384 -0.0466 -3.3887
H 3.4826 -0.4040 -5.1539